# 1
Below is C18H42BrHfO9 as an isolated structure at a distorted geometry, with properties calculated with wB97M-V/def2-TZVPD.

Total charge = +3
E_LUMO = -12.680 eV
Calculated total energy = -109090.0511 eV
Gap between HOMO and LUMO = 1.25 eV

Element x y z (Å)
1 O -0.996 -0.791 4.606
2 H -3.509 -4.997 1.077
3 H -5.007 -1.807 0.248
4 H -0.030 -0.708 6.506
5 H 1.971 -2.380 1.512
6 H -3.708 -0.838 -0.294
7 O -4.070 0.969 1.830
8 O 5.685 3.435 -5.942
9 H 2.150 1.358 -4.537
10 C -5.009 0.061 1.197
11 H -1.849 -2.694 4.766
12 H 1.418 1.083 -2.134
13 C -0.144 -2.168 0.989
14 Hf -2.079 0.099 2.727
15 H 5.602 4.311 -4.068
16 H -4.531 -3.236 2.400
17 H -5.781 -0.220 1.917
18 H -1.881 -5.697 -0.236
19 H 6.520 5.247 -6.560
20 H 2.798 1.059 0.833
21 H 1.576 -2.197 -0.146
22 C 1.230 3.659 -1.297
23 H -5.719 2.364 1.761
24 H 2.100 4.057 -0.761
25 C 2.152 1.857 -2.399
26 O 3.980 2.105 -4.039
27 H -4.490 -3.882 0.109
28 H 2.947 1.908 -1.644
29 C 1.298 -1.815 0.850
30 H -5.522 0.555 0.369
31 H -0.628 0.820 5.949
32 C 4.961 4.114 -4.933
33 C -0.859 -2.247 4.641
34 C -3.587 -3.030 1.883
35 C -2.132 -4.900 -0.948
36 H -1.760 -0.393 6.537
37 H -1.190 -4.760 -1.480
38 H 7.599 4.158 -5.711
39 C -0.196 -2.663 3.352
40 C 3.704 3.374 -4.597
41 H 7.148 3.723 -7.333
42 H 0.577 4.536 -1.320
43 C -3.562 -3.974 0.685
44 H 3.132 0.354 -3.454
45 H 0.672 3.009 -0.608
46 H 4.687 5.094 -5.342
47 O -3.364 -1.632 1.615
48 H -0.289 -2.586 5.502
49 O 1.456 -0.429 0.960
50 H 3.113 4.005 -3.924
51 H 3.144 -0.388 -0.305
52 C -4.250 -1.111 0.611
53 H 3.467 -0.389 1.446
54 O -2.464 -3.759 -0.155
55 H -4.161 2.991 2.235
56 H -0.345 -3.203 0.705
57 O 1.571 3.131 -2.543
58 H 3.033 3.263 -5.458
59 Br -1.434 1.079 0.190
60 C -0.848 -0.248 5.956
61 C -4.824 2.134 2.339
62 H -0.355 -3.730 3.173
63 H 0.883 -2.496 3.319
64 O -0.730 -1.852 2.294
65 H -5.178 1.935 3.350
66 H -0.728 -1.638 0.238
67 H -2.888 -5.152 -1.689
68 C 2.831 1.378 -3.681
69 C 6.764 4.189 -6.430
70 H -2.876 -3.388 2.632
71 C 2.803 -0.013 0.656

Population analysis type Mulliken, resulting atomic charges in e: -0.467, 0.551, 0.421, 0.366, 0.440, 0.319, -0.108, -0.271, 0.390, -0.738, 0.299, 0.278, -0.658, 1.200, 0.343, 0.462, 0.470, 0.419, 0.307, 0.275, 0.514, -0.605, 0.358, 0.363, -0.019, -0.323, 0.372, 0.230, -0.879, 0.501, 0.351, -0.633, -0.740, -0.443, -0.914, 0.382, 0.272, 0.309, -0.444, -0.282, 0.257, 0.308, -0.770, 0.348, 0.017, 0.420, 0.518, 0.646, -0.082, 0.310, 0.332, -0.576, 0.369, -0.223, 0.348, 0.288, -0.362, 0.279, -0.163, -0.875, -0.847, 0.368, 0.436, 0.236, 0.348, 0.371, 0.341, -0.808, -0.688, 0.098, -0.915

***

# 2
Below is C18H42F6N9O6P2S2Sr as an isolated structure at a distorted geometry, with properties calculated with wB97M-V/def2-TZVPD.

Total charge = +1
E_LUMO = -4.696 eV
Calculated total energy = -102427.9720 eV
Gap between HOMO and LUMO = 4.93 eV

Element x y z (Å)
1 H 3.993 -27.491 -31.093
2 H 7.191 -25.697 -27.066
3 H 10.761 -19.732 -23.365
4 H 10.409 -18.377 -22.348
5 N 4.688 -26.095 -29.680
6 H 8.626 -23.107 -22.980
7 C 5.169 -22.046 -29.609
8 O 1.726 -18.045 -27.681
9 H 4.970 -11.431 -30.302
10 N 8.714 -19.048 -23.476
11 H 5.493 -21.528 -21.958
12 N 6.502 -19.667 -22.176
13 H 7.033 -18.453 -24.528
14 H 4.549 -25.941 -31.808
15 C 0.213 -15.113 -30.200
16 F 6.129 -15.602 -30.055
17 H 8.420 -17.329 -24.591
18 C 4.716 -26.686 -31.035
19 C 8.117 -18.378 -24.619
20 H 2.847 -26.083 -28.544
21 H 4.286 -23.477 -26.170
22 C 4.255 -24.243 -26.960
23 H 4.679 -20.082 -21.225
24 O 8.854 -20.841 -21.608
25 O 6.961 -24.856 -29.750
26 C 4.791 -12.960 -28.882
27 S 5.461 -16.868 -27.836
28 H 5.068 -21.466 -30.527
29 C 10.146 -18.835 -23.307
30 H 5.824 -20.508 -24.616
31 C 5.399 -16.658 -29.740
32 N 7.523 -21.458 -23.789
33 C 6.476 -18.289 -21.677
34 H 5.453 -17.988 -21.433
35 C 3.507 -19.207 -26.096
36 C 5.625 -20.574 -21.452
37 N 3.840 -16.743 -27.291
38 S 3.166 -18.128 -27.618
39 H -0.800 -14.829 -29.934
40 C 3.746 -26.677 -28.734
41 H 3.728 -25.095 -26.520
42 H 8.023 -23.302 -24.660
43 H 8.408 -18.797 -25.588
44 H 5.791 -22.316 -24.517
45 O 6.187 -15.741 -27.304
46 H 6.199 -21.997 -29.258
47 H 3.802 -24.101 -31.710
48 C 6.678 -24.778 -26.784
49 H 10.467 -18.094 -24.040
50 F 3.808 -20.415 -26.505
51 H 6.373 -24.958 -25.752
52 F 4.473 -18.706 -25.332
53 C 5.240 -12.475 -30.185
54 H 4.207 -26.973 -27.789
55 H 3.544 -23.747 -27.634
56 H 6.793 -21.395 -25.728
57 N 5.499 -24.512 -27.615
58 O 3.686 -18.816 -28.762
59 H 2.815 -24.113 -30.196
60 H 4.877 -13.246 -30.868
61 H 6.328 -12.568 -30.225
62 P 5.570 -24.719 -29.271
63 H 6.758 -17.575 -22.449
64 F 4.151 -16.462 -30.132
65 F 5.882 -17.719 -30.312
66 Sr 3.307 -14.775 -25.970
67 C 6.392 -21.425 -24.706
68 N 1.895 -14.700 -28.267
69 C 8.427 -22.609 -23.926
70 O 6.018 -18.149 -27.539
71 H 0.473 -14.560 -31.106
72 H 7.091 -18.259 -20.775
73 C 1.178 -14.853 -29.148
74 C 3.566 -23.583 -30.779
75 H 5.712 -27.129 -31.123
76 H 0.300 -16.158 -30.501
77 F 2.403 -19.249 -25.354
78 H 3.264 -22.586 -31.097
79 H 3.377 -27.624 -29.133
80 H 9.383 -22.244 -24.319
81 N 4.435 -13.373 -27.877
82 H 6.054 -20.818 -20.467
83 H 7.325 -23.906 -26.883
84 N 4.729 -23.406 -29.894
85 P 7.982 -20.311 -22.669
86 H 4.506 -21.652 -28.829

Population analysis type Mulliken, resulting atomic charges in e: 0.346, 0.367, 0.269, 0.309, 0.232, 0.320, -1.373, -0.684, 0.362, 0.478, 0.273, 0.469, -0.078, 0.259, -0.925, -0.217, 0.589, -0.924, -0.903, 0.293, 0.082, -0.955, 0.332, -0.866, -0.900, 0.080, 0.937, 0.498, -1.121, 0.211, 0.551, 0.295, -1.091, 0.405, 0.670, -1.063, -0.215, 0.538, 0.346, -0.905, 0.402, 0.327, 0.376, 0.440, -0.681, 0.319, 0.209, -1.202, 0.436, -0.122, 0.459, -0.229, -0.873, 0.267, 0.282, 0.428, 0.837, -0.542, 0.301, 0.259, 0.303, -0.046, 0.247, -0.204, -0.171, 2.019, -1.006, -0.048, -1.107, -0.373, 0.315, 0.316, 0.074, -0.965, 0.284, 0.288, -0.249, 0.403, 0.387, 0.305, -0.180, 0.338, 0.227, 0.307, 0.010, 0.545

***

# 3
Below is C18H42MnN5O6 as an isolated structure at a distorted geometry, with properties calculated with wB97M-V/def2-TZVPD.

Total charge = +1
Expectation value of S² = 8.756
E_LUMO (alpha / beta) = -5.796 / -5.864 eV
Calculated total energy = -70394.3956 eV
Gap between HOMO and LUMO (alpha / beta) = 5.36 / 5.29 eV
Relative energy (zero: lowest compared OMol25 entry of this formula, charge and spin) = 143.6 kcal/mol
2S+1 = 6

Element x y z (Å)
1 C -2.655 -3.718 0.962
2 C 2.222 1.676 4.356
3 H -2.472 -3.008 -2.558
4 C 2.410 2.639 2.125
5 N -2.944 3.540 1.210
6 H 1.528 -1.660 -0.684
7 H 1.744 4.816 3.749
8 O -5.062 4.180 0.691
9 H 3.881 -1.641 -2.322
10 C 2.492 4.089 4.064
11 H -4.045 -2.647 -3.100
12 H 3.401 1.419 -1.025
13 H -0.037 -2.516 -0.671
14 H 5.949 1.443 -1.031
15 O 0.509 -0.991 1.626
16 H -0.162 1.521 0.742
17 H -0.194 -5.695 1.332
18 H -3.373 3.270 -0.847
19 H -0.351 1.040 -0.953
20 H -1.889 -2.963 1.209
21 H -3.415 -5.616 -0.640
22 C 4.813 -1.083 -2.149
23 H -2.831 -1.641 -5.112
24 H 1.493 3.037 1.681
25 H 2.577 0.237 -2.019
26 C 0.445 -1.537 -0.693
27 C 0.212 0.854 -0.035
28 C -2.817 -5.999 0.191
29 H 5.512 2.193 -2.475
30 C 3.420 0.930 -2.004
31 C -2.617 3.035 -0.101
32 C -2.015 3.222 2.260
33 C -4.144 4.103 1.480
34 C 5.824 1.221 -2.096
35 H -3.078 0.108 -1.533
36 H -2.228 -6.751 -0.336
37 C -2.656 0.132 -2.554
38 H -1.258 -2.112 -4.331
39 H 2.254 4.094 5.133
40 N 2.360 2.738 3.568
41 H 3.231 1.638 -2.810
42 H -4.157 4.526 2.494
43 O -3.865 -3.563 0.907
44 H -1.053 3.727 2.098
45 H 2.334 1.638 1.696
46 H -1.708 3.488 -0.506
47 H -1.149 -0.714 0.352
48 O 5.892 -1.618 -1.949
49 H -0.247 -5.294 -0.339
50 H -1.630 2.197 2.322
51 H -2.372 3.433 3.266
52 H 3.307 3.142 1.770
53 H 3.525 4.418 3.965
54 O 2.058 0.525 3.936
55 H 6.682 0.812 -2.617
56 H 1.231 1.102 -0.334
57 N 4.705 0.259 -2.104
58 C -3.242 -2.228 -2.485
59 H -2.485 1.952 -0.116
60 C -0.062 -0.592 0.408
61 H -3.399 -6.462 0.983
62 H 0.098 -1.118 -1.643
63 N -2.645 -1.084 -3.142
64 O -2.195 1.116 -3.096
65 N -2.045 -4.865 0.643
66 H 2.202 1.921 5.425
67 C -2.039 -1.354 -4.417
68 Mn 2.029 -1.377 2.909
69 H -0.101 -4.013 0.910
70 H -1.578 -0.461 -4.834
71 C -0.588 -4.947 0.638
72 H -3.538 -2.167 -1.441

Population analysis type Mulliken, resulting atomic charges in e: 0.151, 0.105, 0.302, -0.679, 0.178, 0.283, 0.323, -0.545, 0.375, -0.937, 0.345, 0.107, -0.024, 0.306, -0.671, -0.367, 0.367, 0.340, 0.182, 0.255, 0.326, 0.101, 0.363, 0.282, 0.040, -1.254, 0.420, -0.960, 0.335, -0.483, -0.746, -0.892, 0.178, -0.915, 0.382, 0.376, 0.176, 0.328, 0.343, 0.177, 0.276, 0.267, -0.623, 0.294, -0.001, 0.282, 0.061, -0.614, 0.352, 0.230, 0.340, 0.394, 0.359, -0.537, 0.330, -0.649, 0.111, -0.959, 0.096, 1.297, 0.298, 0.331, 0.177, -0.631, 0.111, 0.340, -1.033, 1.243, 0.048, 0.312, -0.735, 0.257